1.
Below is a cluster of 2 separate species, H2INP2 in total in a non-equilibrium geometry, with properties calculated with wB97M-V/def2-TZVPD.

## Properties
2S+1 = 3
highest occupied orbital energy (alpha / beta) = -6.9 / -9.7 eV
DFT total energy = -28197.79599 eV

Positions of all 6 atoms, in Å:
I 0.272528 0.051986 -4.511578
P 0.162819 0.598423 3.397967
P -1.053831 -1.024056 1.109496
N -0.479030 -0.047555 2.118359
H 0.715586 1.861914 2.927824
H 0.381927 -1.440712 -5.042068

Force components x, y, z for each atom (eV/Å):
-0.026 0.326 0.125
0.682 0.748 1.609
-1.025 -1.480 -1.579
0.613 1.071 0.172
-0.269 -0.337 -0.208
0.024 -0.328 -0.119

---

2.
Below is a cluster of 2 separate species, H2IO in total in a non-equilibrium geometry, with properties calculated with wB97M-V/def2-TZVPD.

## Properties
2S+1 = 1
charge = -1
highest occupied orbital energy = -3.6 eV
DFT total energy = -10183.34021 eV

Positions of all 4 atoms, in Å:
I -0.969790 2.134659 -0.007625
O 0.263250 -1.010280 -0.258405
H 0.764329 -1.042089 0.587865
H -0.057790 -0.082290 -0.321835

Force components x, y, z for each atom (eV/Å):
-0.071 0.285 0.031
0.691 -0.326 0.763
-0.659 0.241 -0.966
0.038 -0.201 0.172

---

3.
Below is an isolated molecule of H2IO2PS in a non-equilibrium geometry, with properties calculated with wB97M-V/def2-TZVPD.

## Properties
2S+1 = 1
SMILES = OP(O)(=S)I
highest occupied orbital energy = -9.1 eV
DFT total energy = -32354.36063 eV

Positions of all 7 atoms, in Å:
I 2.262667 0.601013 0.157845
S -0.198111 -2.282967 0.366624
P 0.096260 -0.354443 -0.102215
O -0.397200 0.117118 -1.503943
O -0.776494 0.556544 0.860638
H -0.239342 1.056864 -1.606242
H -0.747781 0.305869 1.827295

Force components x, y, z for each atom (eV/Å):
0.543 0.058 -0.074
0.763 2.177 -0.889
-0.926 -3.412 2.083
-0.127 -0.085 -0.715
-0.227 0.531 1.581
-0.044 0.560 -0.377
0.018 0.171 -1.608

---

4.
Below is a cluster of 2 separate species, H2IO2PS in total in a non-equilibrium geometry, with properties calculated with wB97M-V/def2-TZVPD.

## Properties
2S+1 = 1
SMILES = O=PO.SI
highest occupied orbital energy = -8.9 eV
DFT total energy = -32352.81548 eV

Positions of all 7 atoms, in Å:
I 0.303718 -2.838116 0.657619
S 1.423147 -2.212938 -1.250446
P -1.277683 0.737556 0.102046
O -1.727685 2.119362 0.764100
O 0.003996 1.074566 -0.607318
H -1.020972 2.738046 0.891868
H 2.295479 -1.618475 -0.557867

Force components x, y, z for each atom (eV/Å):
-0.832 -0.477 1.080
-1.042 -0.851 -2.130
2.026 0.987 -1.416
-1.456 -0.708 0.765
-1.368 -1.075 0.845
0.809 0.807 -0.184
1.863 1.318 1.039

---

5.
Below is a structure of composition H2KO in a non-equilibrium geometry, with properties calculated with wB97M-V/def2-TZVPD.

## Properties
2S+1 = 1
charge = +1
highest occupied orbital energy = -15.4 eV
DFT total energy = -18399.60324 eV

Positions of all 4 atoms, in Å:
K 0.596896 -2.486008 -1.491430
O -0.236520 0.559997 0.201616
H -0.875580 1.261504 0.461896
H 0.515204 0.664508 0.827919

Force components x, y, z for each atom (eV/Å):
-0.114 0.226 0.087
0.331 0.426 0.773
0.640 -0.725 -0.286
-0.856 0.073 -0.574

---

6.
Below is a structure of composition H2KO in a non-equilibrium geometry, with properties calculated with wB97M-V/def2-TZVPD.

## Properties
2S+1 = 1
charge = +1
highest occupied orbital energy = -17.7 eV
DFT total energy = -18399.28950 eV

Positions of all 4 atoms, in Å:
K -0.537977 -1.656090 -0.687842
O 0.142766 0.167074 0.174218
H -0.411155 0.864354 -0.176805
H 0.806366 0.624662 0.690429

Force components x, y, z for each atom (eV/Å):
-1.031 -3.056 -1.324
0.903 2.171 1.044
-0.175 0.641 -0.013
0.302 0.245 0.293

---

7.
Below is a structure of composition H2Li5O25S6 in a non-equilibrium geometry, with properties calculated with wB97M-V/def2-TZVPD.

## Properties
2S+1 = 1
charge = -7
highest occupied orbital energy = 8.3 eV
DFT total energy = -117226.69991 eV

Positions of all 38 atoms, in Å:
S 5.016750 7.237500 -11.340980
S 3.724740 0.804400 -11.792710
S 8.976440 7.701430 -18.112200
S 0.997430 6.151110 -15.589240
S 4.644090 2.819990 -19.653130
S 10.224080 2.278610 -15.211000
O 3.100230 1.551700 -10.717220
O 3.528800 1.925760 -19.694150
O 4.307030 8.425580 -11.770630
O 4.456020 4.057850 -20.418420
O 4.697020 3.108870 -18.231580
O 11.032050 3.288210 -14.520070
O 5.873830 6.674160 -12.400000
O 8.911310 9.058190 -18.595310
O 5.810900 7.652520 -10.178150
O 9.156700 6.698480 -19.157090
O 5.613920 -0.893030 -16.395170
O 8.825350 2.578750 -14.858190
O 10.418100 2.295770 -16.646540
O 3.676670 1.618940 -12.986300
O 10.092700 7.632150 -17.214670
O 5.823760 2.114200 -20.043820
O 3.993350 6.329170 -10.941440
O 2.370830 6.398360 -15.760570
O 10.539000 0.972090 -14.687290
O 5.094600 0.396190 -11.506950
O 0.657920 6.349650 -14.166950
O 0.282250 7.014100 -16.494260
O 2.963560 -0.425220 -11.989980
O 0.673830 4.800850 -16.024800
O 7.754630 7.419330 -17.347080
Li 8.920930 5.125440 -12.966790
Li 4.517740 6.518960 -18.341370
Li 5.623880 8.574520 -14.843090
Li 5.348180 4.078490 -14.800030
Li 2.435360 1.657660 -16.569260
H 6.235730 -0.753880 -17.109460
H 5.861590 -0.248350 -15.732380

Force components x, y, z for each atom (eV/Å):
-1.227 0.357 2.149
0.004 -0.690 0.904
0.814 -1.736 -0.160
-3.371 -1.316 2.258
0.766 0.385 1.285
-1.366 0.314 -0.210
-0.460 0.931 2.017
-4.460 -2.776 -1.833
-0.398 3.398 -2.722
-0.485 1.476 -0.928
0.648 2.167 3.834
1.774 2.070 1.238
1.818 -0.397 -2.238
-0.711 3.361 -2.024
2.119 0.100 1.144
-0.436 -0.036 -1.314
-0.324 -0.588 -0.161
-1.998 0.929 0.474
0.558 0.244 -1.361
0.161 1.659 -3.255
2.655 -0.081 2.412
2.440 -0.998 -1.619
-1.014 -2.537 0.670
7.052 1.120 -1.042
1.141 -2.811 1.124
1.902 -0.019 0.721
-0.695 0.293 -0.137
-2.294 3.065 -1.818
-1.817 -2.450 -0.732
-0.357 -3.010 -0.334
-3.248 -0.314 1.339
-0.142 -0.965 -1.027
0.189 -1.296 0.125
-0.043 -1.030 0.869
-0.270 -0.422 0.335
0.821 0.954 -0.188
0.132 0.370 -0.185
0.123 0.279 0.391

---

8.
Below is a cluster of 2 separate species, H2N2O in total in a non-equilibrium geometry, with properties calculated with wB97M-V/def2-TZVPD.

## Properties
2S+1 = 1
highest occupied orbital energy (alpha / beta) = -9.7 / -10.5 eV
DFT total energy = -5051.49742 eV

Positions of all 5 atoms, in Å:
O -0.543006 -1.135364 -0.070764
N -0.703085 0.264461 0.316879
N 0.272777 -0.104779 -0.483999
H 2.562000 0.193542 0.384260
H -1.588686 0.782140 -0.146377

Force components x, y, z for each atom (eV/Å):
-0.398 0.031 -0.087
-3.005 1.879 1.213
1.163 -0.153 -1.561
-0.060 -0.021 0.018
2.301 -1.736 0.417

---

9.
Below is an isolated molecule of H2N2O2 in a non-equilibrium geometry, with properties calculated with wB97M-V/def2-TZVPD.

## Properties
2S+1 = 1
SMILES = [H]/N=[N+](\[O-])O
highest occupied orbital energy = -11.0 eV
DFT total energy = -7103.44730 eV

Positions of all 6 atoms, in Å:
O 0.763209 -0.429992 -0.971600
O -1.075543 0.705931 -0.802340
N 0.072285 0.181143 1.009467
N -0.191816 0.259961 -0.164339
H -0.667968 0.609681 1.534372
H 1.099834 -1.326724 -0.605560

Force components x, y, z for each atom (eV/Å):
0.878 -1.347 -0.632
-1.579 1.374 -0.926
0.949 -0.223 2.894
1.490 -2.674 -1.749
-0.546 0.470 0.283
-1.193 2.400 0.130

---

10.
Below is an isolated molecule of H2N2O2S in a non-equilibrium geometry, with properties calculated with wB97M-V/def2-TZVPD.

## Properties
2S+1 = 1
SMILES = O=[N+]([O-])NS
highest occupied orbital energy = -10.0 eV
DFT total energy = -17938.69961 eV

Positions of all 7 atoms, in Å:
S -0.988385 -1.390932 0.195758
O 1.478792 0.032846 0.645406
O 0.481125 1.993882 0.315108
N 0.567122 0.789708 0.200093
N -0.432530 0.100160 -0.425734
H -1.204449 0.698234 -0.732598
H 0.098323 -2.223897 -0.198032

Force components x, y, z for each atom (eV/Å):
1.489 -0.942 -0.250
-1.769 2.176 -1.018
0.115 -0.612 -0.549
1.987 -1.827 2.194
-1.087 0.048 -0.834
0.593 -0.014 0.194
-1.328 1.170 0.263

---

11.
Below is a cluster of 2 separate species, H2N2O2S in total in a non-equilibrium geometry, with properties calculated with wB97M-V/def2-TZVPD.

## Properties
2S+1 = 3
highest occupied orbital energy (alpha / beta) = -7.4 / -11.6 eV
DFT total energy = -17938.39004 eV

Positions of all 7 atoms, in Å:
S 3.271094 0.522841 -0.032415
O 0.684610 0.369106 0.068807
O 4.734236 0.622502 0.040059
N 2.911584 -2.181367 -0.067997
N 3.010552 -1.020184 -0.054226
H 0.905146 1.089774 -0.524792
H 0.074653 -0.366408 -0.049857

Force components x, y, z for each atom (eV/Å):
1.052 0.127 0.123
0.402 0.072 1.876
0.780 1.149 0.024
-0.191 -0.919 0.001
-0.707 -0.579 -0.090
-1.312 -0.719 -0.752
-0.024 0.868 -1.182

---

12.
Below is a cluster of 2 separate species, H2N2O2S2 in total in a non-equilibrium geometry, with properties calculated with wB97M-V/def2-TZVPD.

## Properties
2S+1 = 1
highest occupied orbital energy = -9.3 eV
DFT total energy = -28775.27015 eV

Positions of all 8 atoms, in Å:
S 0.349930 -0.779037 -1.191800
S 3.614352 1.409198 -2.133805
O 3.532891 0.319551 -3.039366
O 3.019933 1.120434 -0.799199
N 0.014193 -1.733367 0.262351
N -0.840122 -0.884951 -1.966028
H 0.590438 -1.444214 1.041041
H -0.982219 -1.545739 0.584312

Force components x, y, z for each atom (eV/Å):
0.610 -1.251 2.496
-1.677 -0.934 3.627
0.246 -0.243 -0.914
1.467 1.210 -2.694
-0.807 1.137 0.455
-1.782 0.542 -2.256
0.486 -0.056 0.226
1.456 -0.404 -0.940

---

13.
Below is a cluster of 2 separate species, H2N2O3 in total in a non-equilibrium geometry, with properties calculated with wB97M-V/def2-TZVPD.

## Properties
2S+1 = 1
charge = -2
highest occupied orbital energy (alpha / beta) = 2.7 / 3.6 eV
DFT total energy = -9145.17178 eV

Positions of all 7 atoms, in Å:
O 0.221411 0.894167 0.128438
O -2.597517 0.005030 0.323917
O 2.033795 -0.409414 0.573837
N 1.399084 0.415411 -0.296288
N -1.420303 -0.397895 -0.133762
H 1.104116 0.110742 -1.261020
H -0.740584 -0.618042 0.664878

Force components x, y, z for each atom (eV/Å):
1.513 1.730 0.142
0.454 -0.088 0.185
0.189 -0.373 -0.991
-1.505 0.814 0.272
-0.205 -1.218 0.397
1.018 -0.873 0.709
-1.465 0.008 -0.714

---

14.
Below is an isolated molecule of H2N2O3 in a non-equilibrium geometry, with properties calculated with wB97M-V/def2-TZVPD.

## Properties
2S+1 = 1
SMILES = [O-]/[N+](O)=N\O
highest occupied orbital energy = -9.9 eV
DFT total energy = -9149.47350 eV

Positions of all 7 atoms, in Å:
O 1.499583 0.818881 -0.029856
O -1.682556 -0.312174 -0.097406
O 0.741467 -1.187740 -0.021194
N -0.672795 0.611531 -0.018604
N 0.423650 -0.010122 0.037070
H -2.555074 -0.062489 0.406713
H 2.245728 0.142115 -0.276722

Force components x, y, z for each atom (eV/Å):
1.951 -0.255 -0.428
-2.027 -0.765 0.839
-0.994 -0.847 0.246
-0.382 0.415 0.755
0.434 -0.409 -0.939
2.965 0.270 -1.201
-1.947 1.592 0.728

---

15.
Below is a structure of composition H2N2O3S in a non-equilibrium geometry, with properties calculated with wB97M-V/def2-TZVPD.

## Properties
2S+1 = 1
highest occupied orbital energy = -10.7 eV
DFT total energy = -19983.61179 eV

Positions of all 8 atoms, in Å:
S -0.786741 -0.186791 0.204698
O -2.483502 -1.093146 -0.036697
O -4.203195 0.332480 0.003581
O 0.956129 0.243907 0.307982
N -3.031030 0.074457 -0.000602
N -2.123177 0.970076 0.142525
H -0.579284 -0.295544 -1.062461
H 1.290055 0.815968 -0.328523

Force components x, y, z for each atom (eV/Å):
1.689 -0.974 2.007
-0.870 -1.457 -0.896
-0.029 -0.727 -0.260
-2.959 -0.930 2.025
-0.411 1.072 0.801
1.895 1.645 -0.109
-0.258 -0.525 -1.510
0.944 1.896 -2.057

---

16.
Below is an isolated molecule of H2N2O3S in a non-equilibrium geometry, with properties calculated with wB97M-V/def2-TZVPD.

## Properties
2S+1 = 1
SMILES = O=[N+]([O-])N(O)S
highest occupied orbital energy = -10.1 eV
DFT total energy = -19983.49134 eV

Positions of all 8 atoms, in Å:
S 0.727895 -1.720004 0.275250
O -1.542200 -0.706428 -0.618426
O 1.346268 1.154088 0.349483
O -1.196139 1.334443 0.019443
N -0.920673 0.210856 -0.167416
N 0.277717 -0.134264 0.530159
H 0.794749 1.896086 0.630222
H 0.512384 -2.034776 -1.018715

Force components x, y, z for each atom (eV/Å):
1.351 -0.363 0.909
-0.766 0.238 -0.894
-1.389 -3.401 -0.349
-1.671 2.775 -0.817
1.052 -1.337 1.749
1.898 1.540 -0.580
-0.497 -0.167 0.195
0.022 0.715 -0.213

---

17.
Below is a structure of composition H2N2O3Si in a non-equilibrium geometry, with properties calculated with wB97M-V/def2-TZVPD.

## Properties
2S+1 = 1
highest occupied orbital energy (alpha / beta) = -10.8 / -10.8 eV
DFT total energy = -17025.14458 eV

Positions of all 8 atoms, in Å:
Si 0.372084 0.229954 0.075063
O 1.460418 0.685009 1.116031
O 2.058408 -1.894603 2.799072
O 1.121497 -3.086057 1.153931
N 1.531948 -2.083142 1.791519
N 1.192193 -1.287696 0.852757
H 0.968683 0.390367 -1.309911
H -1.077536 0.588024 0.466922

Force components x, y, z for each atom (eV/Å):
0.527 0.275 0.513
0.334 -0.817 0.935
1.174 -0.231 2.466
0.251 -2.135 1.189
-1.454 0.149 -2.277
-0.647 4.005 -2.451
-1.104 -0.519 0.364
0.919 -0.726 -0.740

---

18.
Below is a cluster of 2 separate species, H2N2O4P in total in a non-equilibrium geometry, with properties calculated with wB97M-V/def2-TZVPD.

## Properties
2S+1 = 1
charge = -1
highest occupied orbital energy (alpha / beta) = -4.4 / -4.4 eV
DFT total energy = -20489.82639 eV

Positions of all 9 atoms, in Å:
P -1.858610 0.971489 -0.957107
O -1.805917 2.823284 1.173437
O -1.296016 3.242258 -0.892723
O -3.152013 0.296254 -0.680482
O -1.266976 1.103773 -2.311560
N -1.629884 2.491109 0.012405
N -0.117571 -0.147455 0.677967
H -0.290705 0.163501 1.548996
H -0.403846 -1.109342 0.455359

Force components x, y, z for each atom (eV/Å):
1.116 -3.843 0.654
0.142 -0.881 -0.835
0.232 1.545 0.797
0.643 0.917 0.237
-0.226 -0.165 1.365
-0.198 1.220 -0.273
-0.148 -0.245 -6.480
-1.446 0.823 3.734
-0.115 0.629 0.802

---

19.
Below is a cluster of 2 separate species, H2N2O4P in total in a non-equilibrium geometry, with properties calculated with wB97M-V/def2-TZVPD.

## Properties
2S+1 = 1
charge = -1
highest occupied orbital energy = -4.8 eV
DFT total energy = -20492.71867 eV

Positions of all 9 atoms, in Å:
P -1.181127 -1.293340 0.107683
O -1.786518 -2.076815 1.240786
O -1.560120 1.845330 -0.482879
O -1.280526 -1.840348 -1.277375
O -3.479255 1.006896 0.280537
N -2.266544 0.902922 -0.047523
N 0.247881 -0.546293 0.398128
H 0.635103 -0.345214 1.338998
H 0.419209 0.106128 -0.293834

Force components x, y, z for each atom (eV/Å):
-1.784 -2.128 0.161
0.972 1.858 -0.830
-1.557 -1.050 0.772
0.209 1.410 0.808
2.588 0.620 -0.893
-0.515 -0.991 0.226
0.272 -1.329 2.327
-0.931 -0.156 -1.187
0.745 1.764 -1.384

---

20.
Below is a structure of composition H2N2O4S in a non-equilibrium geometry, with properties calculated with wB97M-V/def2-TZVPD.

## Properties
2S+1 = 1
highest occupied orbital energy (alpha / beta) = -9.6 / -9.6 eV
DFT total energy = -22031.30041 eV

Positions of all 9 atoms, in Å:
S -0.553574 -1.101270 0.629684
O -1.799218 -1.019010 -0.126422
O -0.090764 1.674920 -0.636205
O 0.199526 2.900422 1.142407
O -0.100305 0.357884 1.211228
N 0.233875 1.974689 0.457641
N 0.670444 -1.247637 -0.734290
H 0.146927 -1.558834 -1.620789
H 1.293088 -1.981164 -0.323256

Force components x, y, z for each atom (eV/Å):
0.973 2.332 -2.894
0.198 -0.170 0.742
1.521 1.713 -0.416
1.156 -0.130 0.881
0.595 -0.338 1.771
-3.792 -3.191 -2.084
-1.159 -1.007 1.171
0.987 0.229 2.042
-0.479 0.563 -1.213